Computed, not measured: the ion C23H27N2O3 with charge +1 in a non-equilibrium geometry, with wB97M-V/def2-TZVPD.

XYZ file:
```
55
Properties=species:S:1:pos:R:3:mulliken_charge:R:1
C -6.795 -3.954 0.921 -0.8235
O -6.251 -3.317 2.097 -0.4005
C -5.260 -2.403 1.903 0.7976
C -4.645 -1.861 3.064 -0.6475
C -3.508 -1.095 2.964 -0.5488
C -2.897 -0.785 1.703 0.5521
C -1.701 0.028 1.597 -0.2935
C -1.145 0.559 0.490 -1.3340
C 0.282 1.210 0.421 0.1807
C 0.438 1.777 -1.068 -0.1355
C 1.287 2.854 -1.304 -0.1963
C 1.569 3.322 -2.565 -1.0695
C 0.897 2.779 -3.678 0.7419
O 1.226 3.338 -4.889 -0.4166
C 0.719 2.777 -6.115 -0.8317
C -0.007 1.727 -3.482 -0.8181
C -0.181 1.196 -2.202 -0.5035
N 1.582 0.302 0.749 0.2577
C 1.587 -1.152 1.033 -0.6621
C 3.026 -1.546 1.336 -0.9117
N 3.684 -0.234 1.449 0.0891
C 5.082 -0.190 1.506 0.8451
C 5.814 -1.448 1.632 -1.1307
O 5.714 0.864 1.443 -0.5989
C 2.799 0.749 1.106 0.9061
C 3.293 2.089 1.301 -1.3007
C -3.552 -1.303 0.544 -0.7007
C -4.709 -2.068 0.640 -0.5313
H -7.549 -4.632 1.304 0.2446
H -7.266 -3.231 0.244 0.3416
H -6.037 -4.524 0.371 0.3538
H -5.089 -2.086 4.033 0.4072
H -3.057 -0.657 3.855 0.3559
H -1.194 0.196 2.544 0.3942
H -1.767 0.470 -0.428 0.4583
H 0.249 2.084 1.057 0.5934
H 1.746 3.341 -0.426 0.7128
H 2.256 4.151 -2.693 0.4350
H 1.267 3.325 -6.877 0.2545
H 0.920 1.703 -6.218 0.3500
H -0.355 2.962 -6.227 0.3380
H -0.610 1.362 -4.321 0.4140
H -0.815 0.308 -2.135 0.5050
H 1.005 -1.340 1.934 0.3556
H 1.230 -1.796 0.237 0.3589
H 3.145 -2.137 2.241 0.4054
H 3.507 -2.147 0.554 0.5239
H 5.191 -2.317 1.685 0.3254
H 6.480 -1.585 0.781 0.3133
H 6.432 -1.451 2.528 0.3208
H 4.362 2.055 1.512 0.4432
H 3.190 2.706 0.406 0.2849
H 2.777 2.574 2.145 0.3169
H -3.168 -1.081 -0.448 0.3371
H -5.198 -2.471 -0.255 0.3412
```

Calculated values
HOMO: -10.40 eV
SMILES: COc1ccc(/C=C/[C@H](c2ccc(OC)cc2)N2CC[N+](C(C)=O)=C2C)cc1
Kohn-Sham gap: 7.11 eV
total charge: +1
LUMO: -3.30 eV
relative energy (zero: lowest compared OMol25 entry of this formula, charge and spin): 46.9 kcal/mol


Computed, not measured: an isolated molecule of CH3N2OP in a non-equilibrium geometry, with wB97M-V/def2-TZVPD.

XYZ file:
```
8
Properties=species:S:1:pos:R:3:mulliken_spin:R:1
C -0.098 0.526 0.515 0.0530
N -2.252 0.806 -0.112 0.9252
N -2.293 -0.402 -0.007 0.7122
O -1.055 1.412 0.058 0.1299
P -0.952 -1.226 0.157 0.1279
H 0.874 0.584 -0.046 0.0113
H -0.070 0.641 1.634 0.0059
H -0.923 -1.349 -1.180 0.0346
```

Calculated values
HOMO (alpha / beta): -6.76 / -9.54 eV
2S+1: 3
⟨S²⟩: 2.009
Kohn-Sham gap (alpha / beta): 7.66 / 6.71 eV
total charge: 0
LUMO (alpha / beta): 0.90 / -2.83 eV
relative energy (zero: lowest compared OMol25 entry of this formula, charge and spin): 68.2 kcal/mol


Computed, not measured: a structure of composition C3H7OS, with wB97M-V/def2-TZVPD.

XYZ file:
```
12
Properties=species:S:1:pos:R:3:mulliken_charge:R:1
O 0.684 -1.552 1.168 -0.6622
C 1.645 -1.113 0.489 -0.2551
H 2.221 -1.810 -0.147 0.2382
H 2.261 -0.283 0.873 0.2173
C -1.100 1.129 0.250 -0.9470
C -0.785 0.063 -0.791 -0.5003
S 0.945 0.094 -1.317 -0.4804
H -0.912 2.124 -0.168 0.2722
H -0.432 0.997 1.109 0.2515
H -2.140 1.078 0.596 0.2886
H -1.401 0.202 -1.683 0.3074
H -0.986 -0.929 -0.380 0.2699
```

Calculated values
HOMO: -3.04 eV
Kohn-Sham gap: 7.13 eV
total charge: -1
LUMO: 4.09 eV
relative energy (zero: lowest compared OMol25 entry of this formula, charge and spin): 19.4 kcal/mol


Computed, not measured: an isolated molecule of H3PS5 in a non-equilibrium geometry, with wB97M-V/def2-TZVPD.

XYZ file:
```
9
Properties=species:S:1:pos:R:3:mulliken_charge:R:1
S 0.769 1.486 -1.737 -0.3267
P -0.041 0.003 -0.811 0.5401
S -0.750 0.712 1.082 -0.3193
S -1.908 -0.644 -1.684 -0.2631
S 1.108 -1.753 -0.187 -0.0891
S 2.295 -0.822 1.196 -0.1328
H -0.150 1.993 0.857 0.2171
H -2.740 0.077 -0.843 0.1842
H 1.417 -1.054 2.127 0.1894
```

Calculated values
HOMO: -9.13 eV
SMILES: S=P(S)(S)SS
Kohn-Sham gap: 8.72 eV
total charge: 0
LUMO: -0.41 eV
relative energy (zero: lowest compared OMol25 entry of this formula, charge and spin): 2.3 kcal/mol


Computed, not measured: a cluster of 3 separate species, C5H11NO2 in total in a non-equilibrium geometry, with wB97M-V/def2-TZVPD.

XYZ file:
```
19
Properties=species:S:1:pos:R:3:mulliken_charge:R:1
C 1.891 -2.507 -1.692 -1.0226
C 0.773 -1.378 -1.640 0.1730
C 0.278 -0.712 -0.557 -0.1407
C -0.779 0.179 -1.025 -0.3571
C -0.915 0.082 -2.398 -0.5379
N -0.020 -0.914 -2.798 -0.1182
H 1.487 -3.375 -1.199 0.2642
H 2.213 -2.741 -2.694 0.3481
H 2.758 -2.047 -0.999 0.2479
H 0.846 -0.822 0.397 0.1960
H -1.029 0.965 -0.251 0.3023
H -1.725 0.514 -2.913 0.4098
H 0.421 -1.132 -3.642 0.2376
O 0.903 1.611 1.192 -0.6168
H 0.634 2.426 1.656 0.3037
H 1.234 0.996 1.862 0.3108
O -2.137 2.584 6.234 -0.6352
H -1.444 1.991 6.145 0.3012
H -2.861 2.081 5.684 0.3339
```

Calculated values
HOMO: -7.91 eV
SMILES: Cc1ccc[nH]1.O.O
Kohn-Sham gap: 8.36 eV
total charge: 0
LUMO: 0.45 eV
relative energy (zero: lowest compared OMol25 entry of this formula, charge and spin): 60.7 kcal/mol